DFT (the ωB97M-V functional and the def2-TZVPD basis) results for C4H5O3Rb as an isolated structure at a distorted geometry.

The geometry in XYZ format:
```
13
Properties=species:S:1:pos:R:3:nbo_charge:R:1
Rb -1.43460 1.49740 0.95419 0.92
O 3.71906 1.15200 -0.71446 -0.63
O -4.59982 -2.34478 1.61058 -0.46
O 1.61883 1.71715 -1.11921 -0.81
C 2.41257 1.08637 -0.38117 0.26
C 4.20458 0.39551 -1.83667 -0.09
C 5.02120 -0.76982 -1.32327 -0.64
C -4.06701 -1.38556 1.36346 0.47
H 3.35066 0.04428 -2.43391 0.18
H 4.81125 1.04965 -2.47952 0.17
H 4.48906 -1.72045 -1.46718 0.20
H 5.97004 -0.82163 -1.87609 0.19
H 5.25532 -0.65223 -0.25602 0.23
```

Computed properties:
- gap between HOMO and LUMO (eV) = 3.799
- energy above the lowest of the compared OMol25 structures with the same formula, charge and spin (kcal per mole) = 0.2
- electronic energy (eV) = -11023.296
- HOMO level (eV) = -4.9696
- multiplicity = 1